Formula: C35H65FNO23P5S
Source: the Open Molecules 2025 dataset
Level of theory: ωB97M-V/def2-TZVPD

Properties
HOMO-LUMO gap ... 0.2793 Ha
Structure (SMILES) ... CCCCOC1=C(C[C@@H](C)F)C(=O)c2c(CCCC(=O)OCC)c([PH2]=S)cc(ON=O)c2C1=O.COP(=O)(OC)OC.COP(=O)(OC)OC.COP(=O)(OC)OC.COP(=O)(OC)OC
Highest occupied orbital energy ... -8.773 eV
Max |F| ... 0.037 Eh/bohr

The geometry in ORCA input format:
```
! RIJCOSX wB97M-V def2-TZVPD def2/J DEFGRID3
* xyz 0 1
C 1.77234 -0.03098 2.26874
C 2.03092 -0.17963 0.77437
C 2.16066 -1.64859 0.35534
C 1.69070 -1.79818 -1.09539
O 1.19924 -3.13630 -1.32380
C -0.05944 -3.41655 -0.95679
C -0.45943 -4.69952 -0.91467
C 0.42269 -5.86357 -1.23336
C 0.12418 -6.31094 -2.66471
C 0.57427 -5.31165 -3.71035
F 0.74349 -7.52026 -2.92326
C -1.85307 -5.03406 -0.56425
O -2.12376 -6.01664 0.08109
C -2.88541 -4.06337 -1.05825
C -4.15666 -4.46748 -1.49359
C -4.55028 -5.91595 -1.45778
C -5.24963 -6.42524 -0.16162
C -5.06062 -5.62324 1.14461
C -6.22366 -4.76080 1.53315
O -6.86030 -4.96489 2.51772
O -6.56816 -3.72516 0.70281
C -6.52346 -2.44870 1.36989
C -7.11746 -1.39283 0.44456
C -5.00061 -3.45325 -1.98858
P -6.65819 -3.80845 -2.68021
S -7.14365 -2.51832 -4.07372
C -4.60416 -2.12739 -1.99977
C -3.34595 -1.74526 -1.53946
O -2.91963 -0.43322 -1.53652
N -4.02555 0.49190 -1.53128
O -3.79334 1.38346 -0.83481
C -2.47422 -2.72634 -1.07921
C -1.08733 -2.39143 -0.60884
O -0.88845 -1.39709 0.03539
H 2.51654 -0.57817 2.84149
H 1.80664 1.02675 2.52577
H 0.77094 -0.37246 2.51530
H 1.20621 0.29741 0.25127
H 2.93995 0.33446 0.46675
H 1.53366 -2.29210 0.97544
H 3.17958 -2.00769 0.46404
H 1.00944 -1.01388 -1.40235
H 2.56908 -1.70196 -1.72951
H 0.19215 -6.68714 -0.56531
H 1.47497 -5.59876 -1.19702
H -0.95559 -6.43295 -2.79372
H 1.64299 -5.13722 -3.61182
H 0.40776 -5.74948 -4.69252
H -0.00137 -4.39406 -3.66728
H -3.67249 -6.52976 -1.60721
H -5.19204 -6.13332 -2.30356
H -4.81733 -7.40098 0.03323
H -6.31022 -6.60056 -0.32686
H -5.01877 -6.34604 1.95144
H -4.12848 -5.06938 1.17968
H -5.47732 -2.20003 1.54992
H -7.09548 -2.47001 2.29050
H -7.78999 -1.84194 -0.28089
H -6.35198 -0.85329 -0.10620
H -7.70360 -0.66345 0.99897
H -6.54566 -5.07080 -3.27095
H -7.59786 -3.85417 -1.64663
H -5.25643 -1.36106 -2.38565
C -6.50118 2.70547 0.93654
O -7.33778 3.72634 1.49868
P -8.33041 3.27134 2.64267
O -9.02877 2.00770 2.39608
O -9.25338 4.53943 2.83544
C -10.09679 4.91537 1.73734
O -7.42113 3.29715 3.93374
C -7.95386 2.72701 5.14041
H -7.05832 2.15684 0.17821
H -5.64180 3.18566 0.47764
H -6.15582 2.01470 1.70637
H -10.62394 4.04720 1.34106
H -9.49970 5.37734 0.95191
H -10.82007 5.63453 2.11042
H -7.67930 1.67531 5.19647
H -9.03810 2.82123 5.18156
H -7.51622 3.26254 5.97859
C 1.42794 5.38512 2.13793
O 1.87675 5.96016 0.90154
P 1.91007 5.01427 -0.36617
O 2.45249 3.67448 -0.12998
O 2.67577 5.88455 -1.43722
C 4.05377 6.18908 -1.16412
O 0.41501 5.05450 -0.87640
C 0.03154 4.12431 -1.90088
H 2.25060 4.85617 2.61631
H 1.09784 6.19953 2.77691
H 0.59819 4.69768 1.97527
H 4.59357 5.29454 -0.85421
H 4.11867 6.94602 -0.38411
H 4.50213 6.57611 -2.07387
H -0.34759 3.21333 -1.44002
H 0.86989 3.87987 -2.55208
H -0.75493 4.58883 -2.48996
C 10.51923 6.57838 1.09159
O 9.55233 6.92536 2.09503
P 8.05845 6.46926 1.84961
O 7.55850 6.67118 0.48715
O 7.26537 7.22881 2.98659
C 7.23719 8.66170 2.92864
O 8.05529 4.97268 2.35015
C 6.89059 4.17445 2.07225
H 10.48322 7.30452 0.28159
H 11.49925 6.60240 1.55991
H 10.33497 5.58027 0.69547
H 6.99151 9.00241 1.92245
H 8.20312 9.06465 3.23108
H 6.47200 9.00321 3.61964
H 7.02201 3.65956 1.12263
H 5.98849 4.78391 2.03227
H 6.79338 3.44444 2.87097
C 6.82724 -0.50841 -3.15636
O 7.72225 -1.55296 -2.74249
P 7.14121 -2.66513 -1.78066
O 6.30122 -2.16682 -0.68833
O 8.43263 -3.46410 -1.34476
C 9.41330 -2.76236 -0.56769
O 6.42348 -3.65988 -2.77561
C 5.59508 -4.69076 -2.21273
H 6.77481 0.25694 -2.38425
H 7.22725 -0.07814 -4.07020
H 5.82890 -0.89937 -3.35094
H 8.94005 -2.21776 0.24973
H 9.96543 -2.07126 -1.20359
H 10.09700 -3.50032 -0.15848
H 4.57097 -4.32891 -2.13158
H 5.95035 -4.99609 -1.22946
H 5.62736 -5.54354 -2.88549
*
```

Results of the Löwdin charge analysis, in e, for atoms 1 through 99: atom 1 (C): -0.10, atom 2 (C): -0.26, atom 3 (C): -0.17, atom 4 (C): -0.15, atom 5 (O): 0.00, atom 6 (C): -0.15, atom 7 (C): -0.08, atom 8 (C): -0.06, atom 9 (C): -0.38, atom 10 (C): -0.02, atom 11 (F): -0.01, atom 12 (C): -0.29, atom 13 (O): 0.13, atom 14 (C): -0.02, atom 15 (C): -0.15, atom 16 (C): -0.14, atom 17 (C): -0.13, atom 18 (C): -0.08, atom 19 (C): -0.49, atom 20 (O): 0.15, atom 21 (O): -0.07, atom 22 (C): -0.20, atom 23 (C): -0.05, atom 24 (C): -0.32, atom 25 (P): 0.43, atom 26 (S): 0.12, atom 27 (C): -0.05, atom 28 (C): -0.18, atom 29 (O): -0.01, atom 30 (N): 0.02, atom 31 (O): 0.12, atom 32 (C): 0.00, atom 33 (C): -0.22, atom 34 (O): 0.16, atom 35 (H): 0.07, atom 36 (H): 0.06, atom 37 (H): 0.07, atom 38 (H): 0.09, atom 39 (H): 0.11, atom 40 (H): 0.11, atom 41 (H): 0.11, atom 42 (H): 0.12, atom 43 (H): 0.13, atom 44 (H): 0.13, atom 45 (H): 0.13, atom 46 (H): 0.14, atom 47 (H): 0.08, atom 48 (H): 0.08, atom 49 (H): 0.08, atom 50 (H): 0.10, atom 51 (H): 0.08, atom 52 (H): 0.11, atom 53 (H): 0.12, atom 54 (H): 0.12, atom 55 (H): 0.11, atom 56 (H): 0.13, atom 57 (H): 0.12, atom 58 (H): 0.07, atom 59 (H): 0.05, atom 60 (H): 0.07, atom 61 (H): -0.02, atom 62 (H): -0.02, atom 63 (H): 0.07, atom 64 (C): -0.10, atom 65 (O): -0.20, atom 66 (P): 0.31, atom 67 (O): -0.23, atom 68 (O): -0.20, atom 69 (C): -0.09, atom 70 (O): -0.21, atom 71 (C): -0.08, atom 72 (H): 0.09, atom 73 (H): 0.08, atom 74 (H): 0.09, atom 75 (H): 0.09, atom 76 (H): 0.09, atom 77 (H): 0.09, atom 78 (H): 0.09, atom 79 (H): 0.09, atom 80 (H): 0.09, atom 81 (C): -0.08, atom 82 (O): -0.21, atom 83 (P): 0.31, atom 84 (O): -0.23, atom 85 (O): -0.20, atom 86 (C): -0.08, atom 87 (O): -0.21, atom 88 (C): -0.08, atom 89 (H): 0.09, atom 90 (H): 0.09, atom 91 (H): 0.09, atom 92 (H): 0.08, atom 93 (H): 0.09, atom 94 (H): 0.09, atom 95 (H): 0.09, atom 96 (H): 0.09, atom 97 (H): 0.09, atom 98 (C): -0.08, atom 99 (O): -0.21